# 1
{"formula": "C26H72BaNO18", "method": "the ωB97M-V functional and the def2-TZVPD basis", "species": ["Ba", "C", "O", "H", "H", "H", "C", "C", "C", "C", "C", "C", "N", "O", "C", "C", "C", "H", "H", "H", "H", "H", "H", "H", "H", "H", "H", "H", "H", "H", "H", "H", "H", "H", "H", "H", "C", "C", "O", "O", "H", "H", "H", "H", "H", "H", "C", "C", "O", "O", "H", "H", "H", "H", "H", "H", "C", "C", "O", "O", "H", "H", "H", "H", "H", "H", "C", "C", "O", "O", "H", "H", "H", "H", "H", "H", "C", "C", "O", "O", "H", "H", "H", "H", "H", "H", "C", "C", "O", "O", "H", "H", "H", "H", "H", "H", "C", "C", "O", "O", "H", "H", "H", "H", "H", "H", "C", "O", "H", "H", "H", "H", "C", "O", "H", "H", "H", "H"], "coordinates": [[-1.62372, 0.85517, -0.19274], [-3.97202, 2.66974, 1.71897], [-3.13376, 1.57480, 1.92202], [-4.52793, 2.66775, 0.75312], [-4.79565, 2.81446, 2.46059], [-3.37075, 3.54343, 1.85975], [5.62101, 0.84530, -2.71495], [4.94886, -0.37955, -2.09137], [5.82822, -1.60431, -2.43109], [7.08786, -1.71694, -1.59221], [6.78429, -1.58940, -0.09798], [5.93274, -0.33898, 0.30261], [4.80696, -0.36183, -0.65940], [4.00468, 0.79094, -0.34704], [5.36577, -0.59230, 1.72423], [6.74443, 0.95807, 0.32593], [3.55055, -0.48492, -2.73603], [6.73394, 0.80158, -2.66698], [5.32208, 1.80208, -2.32322], [5.47580, 0.82189, -3.75170], [5.20447, -2.53210, -2.27158], [6.05127, -1.58533, -3.47006], [7.90989, -0.96036, -1.79280], [7.54423, -2.73397, -1.67290], [7.68526, -1.51212, 0.55975], [6.09110, -2.41972, 0.17233], [4.66060, 0.19813, 1.96828], [4.71063, -1.47972, 1.59571], [6.14160, -0.75591, 2.45817], [7.62485, 0.75668, 0.93205], [7.11024, 1.29249, -0.67055], [6.24392, 1.80683, 0.74730], [3.71589, -0.79782, -3.74746], [3.12624, 0.53824, -2.84553], [2.88524, -1.15531, -2.27402], [4.44391, 1.60465, -0.57597], [0.50224, 4.00877, -1.22878], [1.57304, 3.00641, -0.70006], [1.20847, 1.75876, -1.27400], [-0.73087, 3.77208, -0.56236], [0.22649, 3.94502, -2.29424], [0.83968, 4.99897, -1.03584], [1.55493, 2.98911, 0.42991], [2.52058, 3.34203, -1.02099], [1.94826, 1.15479, -1.19883], [-0.94980, 4.42661, 0.09164], [1.42287, -1.50880, 0.82962], [1.37444, -0.26434, 1.75665], [0.00219, 0.09960, 2.11207], [0.69595, -1.23456, -0.37203], [0.98998, -2.35109, 1.39267], [2.46686, -1.72745, 0.71929], [1.76811, 0.60392, 1.29138], [1.95922, -0.57946, 2.63022], [-0.05921, 0.85326, 2.70229], [0.87527, -1.87717, -1.02389], [-5.27529, 1.06768, -1.45714], [-6.74715, 0.75209, -1.00659], [-7.07067, 1.16930, 0.30363], [-4.26076, 0.32997, -0.82345], [-5.15353, 2.18961, -1.39576], [-5.20587, 0.84762, -2.56468], [-6.85122, -0.31397, -1.13844], [-7.49897, 1.22081, -1.65904], [-6.51376, 0.78271, 0.98975], [-4.73664, -0.30646, -0.24575], [-5.57936, -0.68524, 3.02253], [-5.33213, 0.45483, 4.05892], [-3.97857, 0.76342, 4.32814], [-5.01381, -0.34398, 1.75721], [-6.66909, -0.87150, 2.81064], [-5.10091, -1.54251, 3.35665], [-5.76878, 0.11957, 5.02558], [-5.91941, 1.34303, 3.73366], [-3.69252, 1.21021, 3.48434], [-4.19064, 0.20389, 1.76493], [-2.63225, -0.52882, -3.36839], [-2.05961, 0.74685, -3.94464], [-1.90582, 1.69095, -2.86128], [-1.70929, -1.04560, -2.41635], [-2.85802, -1.28853, -4.16174], [-3.62092, -0.36838, -2.87435], [-2.65730, 1.21452, -4.72747], [-1.11039, 0.36627, -4.28966], [-1.25648, 2.31459, -3.11014], [-2.13323, -1.70409, -1.80571], [0.19410, -4.35070, -2.09787], [0.50600, -4.80470, -0.66323], [-0.49419, -5.74092, -0.45746], [1.04937, -3.18607, -2.30629], [-0.85210, -4.09451, -2.29304], [0.49673, -5.13941, -2.76029], [0.41438, -3.98663, 0.06724], [1.52188, -5.30628, -0.51294], [-0.24011, -6.51117, -0.91027], [0.67608, -2.73344, -3.10989], [-0.18628, 4.92582, 2.55571], [-0.62910, 3.64910, 3.21942], [-0.77641, 2.65097, 2.24068], [-1.12164, 5.32146, 1.52688], [0.72362, 4.72790, 1.96549], [-0.00158, 5.71675, 3.27757], [-1.62277, 3.92404, 3.63626], [-0.01606, 3.39474, 4.09022], [-1.69022, 2.21847, 2.20607], [-1.83492, 5.83495, 1.89521], [-3.86523, -2.92370, -0.20680], [-2.54005, -2.30811, -0.25368], [-4.23759, -2.82991, -1.23560], [-3.76779, -3.98735, 0.01264], [-4.51783, -2.42241, 0.47019], [-1.96368, -2.70642, 0.44138], [-1.92789, -2.72431, 2.98322], [-1.17204, -3.29151, 1.91306], [-2.90146, -3.12641, 3.11929], [-1.39874, -2.80528, 3.91450], [-2.08854, -1.65996, 2.80687], [-1.35495, -4.27194, 1.86011]], "lowdin_charge": [2.0506, -0.2162, -0.5519, 0.0757, 0.0915, 0.0547, -0.0294, -0.5161, -0.1298, -0.1820, -0.1363, -0.5102, -0.0523, -0.0588, -0.0229, -0.0255, -0.0042, 0.0908, 0.0774, 0.0709, 0.1432, 0.1076, 0.1267, 0.1232, 0.1330, 0.1235, 0.0709, 0.0813, 0.0879, 0.0900, 0.0796, 0.0728, 0.0833, 0.0905, 0.0551, 0.0663, -0.1931, -0.2043, -0.1274, -0.1542, 0.1233, 0.1134, 0.1316, 0.1007, 0.0332, 0.0186, -0.1968, -0.1681, -0.1805, -0.1118, 0.1034, 0.1025, 0.0863, 0.1289, 0.0575, 0.0021, -0.2347, -0.2137, -0.0568, -0.2447, 0.1337, 0.1214, 0.1108, 0.1320, 0.0467, 0.0670, -0.1816, -0.2438, -0.0781, -0.1575, 0.1433, 0.0784, 0.1257, 0.1152, 0.0282, 0.0400, -0.2499, -0.1784, -0.1747, -0.1844, 0.1417, 0.0946, 0.1346, 0.1231, 0.0528, 0.0396, -0.1773, -0.2362, -0.0502, -0.1110, 0.1240, 0.1139, 0.0913, 0.1564, 0.0692, 0.1186, -0.1879, -0.2310, -0.1707, -0.0777, 0.1205, 0.1274, 0.1356, 0.1292, 0.0048, 0.1033, -0.0638, -0.2074, 0.0940, 0.0950, 0.0552, 0.0491, -0.1008, -0.1496, 0.0737, 0.0867, 0.0796, 0.1301], "spin_multiplicity": 1, "lumo_ev": -1.769, "gap_ev": 9.3287, "total_charge": 1, "homo_energy_ev": -11.1}

# 2
{"formula": "C4H9CeO3", "method": "the ωB97M-V functional and the def2-TZVPD basis", "species": ["H", "C", "O", "C", "C", "H", "H", "H", "H", "H", "H", "H", "O", "C", "O", "Ce", "H"], "coordinates": [[-0.01743, -1.46131, -0.93652], [-0.20132, 0.98873, 2.20999], [-0.06375, 0.92616, 0.79582], [1.10754, 0.32409, 0.29349], [1.04441, -1.11727, 0.17487], [-1.24557, 1.24971, 2.41550], [0.03425, 0.02455, 2.67848], [0.47113, 1.77017, 2.59038], [1.97226, 0.70897, 0.84855], [0.76553, 0.48523, -1.31452], [1.54979, -1.28314, -0.78463], [1.62520, -1.65799, 0.92789], [-0.48364, 0.41737, -2.24730], [-1.11142, -0.78576, -2.15340], [-2.33556, -0.66195, -1.74250], [-2.12283, 1.44754, -0.67374], [-0.98859, -1.37509, -3.08236]], "mulliken_spin": [-0.0056, -0.0125, 0.0016, -0.0034, 0.0148, 0.0138, -0.0028, -0.0009, 0.0011, 0.0014, -0.0003, 0.0014, -0.0108, 0.0086, -0.0025, 2.0000, -0.0041], "spin_multiplicity": 3, "lumo_ev": [-4.729, -4.702], "gap_ev": [5.4141, 7.5228], "total_charge": 1, "relative_energy_kcal_mol": 125.8, "homo_energy_ev": [-10.1, -12.2]}

# 3
{"formula": "C7H39NO12", "method": "the ωB97M-V functional and the def2-TZVPD basis", "species": ["C", "C", "C", "C", "N", "C", "C", "C", "H", "H", "H", "H", "H", "H", "H", "H", "H", "H", "H", "H", "H", "H", "H", "H", "H", "O", "H", "H", "O", "H", "H", "O", "H", "H", "O", "H", "H", "O", "H", "H", "O", "H", "H", "O", "H", "H", "O", "H", "H", "O", "H", "H", "O", "H", "H", "O", "H", "H", "O"], "coordinates": [[-4.09167, 0.86685, 1.45556], [-3.30448, -0.17192, 2.25454], [-1.88087, -0.39351, 1.69189], [-1.20552, 0.84274, 1.00018], [-0.04674, 0.19040, -1.82330], [0.65950, -0.02777, -0.60851], [0.10518, 0.20399, 0.59920], [2.11542, -0.49090, -0.77620], [-4.08158, 1.82495, 1.93214], [-5.12854, 0.58135, 1.30747], [-3.66179, 1.07054, 0.46984], [-3.38880, 0.15889, 3.32323], [-3.89403, -1.09843, 2.36738], [-1.19881, -0.78710, 2.55775], [-2.00309, -1.27065, 1.08638], [-1.84639, 1.10154, 0.13056], [-1.14786, 1.74343, 1.51623], [0.14314, -0.40055, -2.55807], [-1.09457, 0.24468, -1.71670], [0.57065, -0.05870, 1.47221], [2.61364, 0.47471, -1.20191], [2.76727, -0.71389, 0.07663], [2.27533, -1.39598, -1.57629], [-0.59008, 1.93567, 3.50085], [-1.81244, 1.21776, 4.01787], [-0.88795, 1.13307, 3.91834], [2.11526, -0.23930, 2.40437], [3.56579, -0.27973, 2.45627], [2.81707, -0.80785, 2.17568], [-5.04992, -0.11904, -0.74532], [-4.15516, -1.38046, -0.91067], [-4.19131, -0.47917, -1.19337], [2.24463, -4.77944, -1.01156], [1.16379, -3.64844, -1.01790], [2.06158, -3.77949, -1.31546], [0.66169, -3.30072, 1.68850], [0.93491, -2.50373, 0.44055], [0.77339, -3.43942, 0.76081], [2.46989, 2.91604, 1.04735], [2.88112, 1.60931, 0.66465], [2.73756, 2.09049, 1.47510], [0.44982, -0.65004, -5.05989], [1.63340, -1.21123, -4.16669], [0.75339, -1.21333, -4.32863], [-0.85666, 4.60051, 2.34522], [0.40499, 3.84334, 1.86915], [-0.41540, 3.73204, 2.27422], [0.75825, 3.80376, 0.35215], [1.92856, 3.89025, -0.64337], [1.28695, 4.44682, -0.09821], [1.96344, -2.64474, -3.06359], [3.33113, -2.67110, -2.67331], [2.77445, -2.31850, -3.38153], [-0.88609, -3.69592, -2.84913], [-0.39380, -2.56257, -3.72504], [-0.30325, -2.92347, -2.82467], [1.35728, 2.15077, -1.73211], [2.93069, 2.36264, -2.19737], [2.26762, 2.42054, -1.43345]], "mulliken_spin": [0.0010, 0.0143, 0.0571, 0.0651, 0.3013, 0.4410, -0.1368, 0.0453, -0.0001, 0.0001, -0.0021, 0.0009, -0.0004, 0.0063, -0.0059, -0.0080, 0.0468, -0.0177, -0.0043, 0.1575, 0.0011, 0.0019, 0.0119, -0.0003, -0.0001, -0.0004, 0.0063, 0.0008, 0.0001, 0.0000, 0.0000, 0.0001, 0.0001, 0.0007, 0.0005, -0.0018, 0.0114, 0.0045, -0.0013, -0.0036, 0.0049, 0.0002, 0.0000, -0.0002, 0.0000, -0.0002, 0.0004, -0.0007, 0.0005, 0.0001, -0.0004, -0.0008, 0.0021, -0.0001, 0.0002, 0.0013, -0.0011, -0.0004, 0.0007], "spin_multiplicity": 2, "lumo_ev": [-2.771, -6.659], "gap_ev": [10.8292, 6.9485], "total_charge": 1, "relative_energy_kcal_mol": 57.7, "homo_energy_ev": [-13.6, -13.6]}

# 4
{"formula": "C5H14N2P", "method": "the ωB97M-V functional and the def2-TZVPD basis", "species": ["C", "C", "C", "C", "C", "N", "N", "P", "H", "H", "H", "H", "H", "H", "H", "H", "H", "H", "H", "H", "H", "H"], "coordinates": [[0.67737, 0.60969, -0.89686], [0.82645, 1.18666, -2.37757], [0.14666, 0.48239, 2.78400], [-0.40243, -0.53148, 2.05173], [-0.09540, -2.06487, 2.31195], [-0.68947, 0.08578, -0.78204], [0.43394, 0.24051, -3.30662], [-1.35899, 0.11995, 0.66939], [1.42455, -0.18546, -0.86011], [0.84675, 1.27634, -0.07626], [0.09067, 1.92326, -2.45338], [1.91498, 1.61825, -2.40342], [0.68900, 0.16893, 3.61746], [0.00000, 1.53009, 2.57152], [0.60430, -2.10021, 3.11816], [0.19123, -2.58063, 1.38708], [-0.98044, -2.64628, 2.58152], [-1.08497, 0.07846, -1.70517], [0.23266, 0.82270, -4.12586], [0.88455, -0.62348, -3.54743], [-1.88210, 1.28963, 0.82514], [-2.46931, -0.70022, 0.61677]], "nbo_charge": [-0.2261, -0.2006, -0.2697, -0.3481, -0.6258, -0.9942, -0.8652, 1.3797, 0.1981, 0.1911, 0.1928, 0.1847, 0.2222, 0.2164, 0.2442, 0.2429, 0.2447, 0.4633, 0.3885, 0.3955, -0.0354, 0.0010], "spin_multiplicity": 1, "lumo_ev": -3.493, "gap_ev": 9.4135, "total_charge": 1, "relative_energy_kcal_mol": 20.9, "homo_energy_ev": -12.9}

# 5
{"formula": "C32H31N6O3S3Ti", "method": "the ωB97M-V functional and the def2-TZVPD basis", "species": ["Ti", "C", "O", "C", "C", "C", "C", "C", "C", "N", "N", "C", "C", "O", "C", "C", "C", "C", "C", "C", "C", "C", "H", "H", "H", "H", "H", "H", "H", "H", "H", "H", "H", "H", "H", "C", "C", "O", "N", "C", "C", "C", "C", "C", "C", "N", "H", "H", "H", "H", "H", "H", "H", "H", "H", "H", "S", "C", "C", "C", "C", "C", "C", "S", "H", "H", "H", "H", "N", "C", "N", "S", "H", "H", "H", "H"], "coordinates": [[0.03404, -0.57875, -0.28389], [3.68404, 1.28773, -1.14354], [2.60083, 0.90184, -0.31480], [2.86461, 0.83410, 1.04330], [3.76225, 1.66682, 1.68842], [3.99538, 1.51330, 3.04842], [3.36097, 0.50430, 3.75479], [2.47376, -0.34079, 3.11578], [2.19121, -0.17118, 1.76141], [1.34132, -1.01824, 1.05851], [1.27749, -2.27745, 1.46285], [0.81374, -3.15838, 0.54440], [0.84365, -2.89244, -0.85789], [1.05357, -1.65582, -1.32114], [0.71364, -3.96769, -1.76123], [0.43264, -5.23012, -1.33099], [0.27168, -5.51402, 0.05060], [-0.08588, -6.79660, 0.51306], [-0.21592, -7.04648, 1.85386], [-0.00108, -6.02180, 2.78761], [0.33703, -4.76070, 2.36552], [0.48272, -4.48435, 0.99504], [4.58663, 0.72905, -0.88850], [3.39167, 1.05141, -2.16509], [3.89152, 2.36028, -1.07030], [4.29588, 2.43533, 1.14394], [4.68188, 2.18534, 3.54541], [3.55672, 0.38068, 4.81123], [1.95875, -1.13179, 3.64109], [0.82015, -3.74154, -2.81437], [0.32061, -6.03472, -2.04708], [-0.26381, -7.58082, -0.21309], [-0.48420, -8.03745, 2.19729], [-0.10173, -6.22837, 3.84522], [0.49366, -3.95529, 3.06948], [0.89510, 3.43150, 0.30746], [0.30725, 2.33296, -0.51946], [-0.04491, 1.24728, -0.00158], [0.18169, 2.60422, -1.82497], [-0.54243, 1.77521, -2.78463], [-2.05483, 1.91730, -2.64438], [-2.85885, 2.15434, -3.74785], [-4.23285, 2.22233, -3.56593], [-4.74975, 2.04158, -2.29630], [-3.86355, 1.81188, -1.25437], [-2.54933, 1.76555, -1.41947], [1.25045, 3.03301, 1.25431], [0.13872, 4.19034, 0.50965], [1.72351, 3.89873, -0.22407], [0.40818, 3.53704, -2.12712], [-0.25742, 0.73229, -2.60121], [-0.23716, 2.05045, -3.79141], [-2.42439, 2.26656, -4.73284], [-4.88612, 2.40311, -4.40911], [-5.81493, 2.06778, -2.11500], [-4.21344, 1.62866, -0.24356], [-1.60947, -1.02041, 1.39161], [-2.44404, -2.40209, 0.68415], [-3.08144, -3.30790, 1.52973], [-3.74169, -4.41019, 1.01645], [-3.75273, -4.62585, -0.35511], [-3.12400, -3.73208, -1.20335], [-2.47684, -2.60211, -0.70050], [-1.75217, -1.44176, -1.78421], [-3.04935, -3.12026, 2.59553], [-4.24415, -5.10052, 1.68146], [-4.25451, -5.49387, -0.76375], [-3.12499, -3.89456, -2.27367], [-2.11930, 2.17861, 2.19457], [-1.30727, 2.68261, 3.14060], [-1.29942, 4.04991, 3.26794], [-0.35266, 1.74950, 4.11023], [-2.49227, 2.78091, 1.47785], [-2.03448, 1.18657, 1.94416], [-2.11224, 4.56453, 2.96266], [-0.88314, 4.36923, 4.12660]], "mulliken_spin": [0.0751, 0.0015, 0.0006, -0.0248, -0.0144, 0.0258, -0.0113, 0.0556, -0.0038, 0.1030, 0.5143, -0.0446, 0.2272, 0.0715, -0.0687, 0.1695, -0.0290, 0.0248, -0.0275, 0.0394, -0.0310, -0.0644, -0.0001, 0.0001, 0.0001, -0.0005, 0.0020, -0.0003, 0.0052, 0.0024, 0.0073, 0.0004, -0.0012, 0.0023, 0.0006, -0.0006, -0.0027, -0.0037, -0.0011, 0.0000, -0.0014, 0.0003, 0.0001, -0.0002, 0.0004, -0.0019, 0.0007, 0.0000, -0.0001, 0.0002, 0.0014, 0.0002, 0.0000, 0.0000, 0.0000, 0.0003, -0.0063, -0.0076, 0.0022, -0.0021, -0.0026, 0.0060, 0.0119, -0.0032, 0.0009, -0.0004, -0.0003, 0.0028, -0.0010, 0.0003, 0.0000, 0.0001, 0.0001, 0.0001, 0.0000, 0.0000], "spin_multiplicity": 2, "lumo_ev": [-0.334, -0.287], "gap_ev": [5.4220, 6.4391], "relative_energy_kcal_mol": 35.7, "homo_energy_ev": [-5.8, -6.7]}

# 6
{"formula": "C4H7NS", "method": "the ωB97M-V functional and the def2-TZVPD basis", "species": ["C", "C", "C", "C", "H", "H", "H", "H", "H", "H", "H", "N", "S"], "coordinates": [[1.45996, -0.80998, 0.68356], [0.10616, -0.64184, 0.02148], [-0.82913, 0.37471, 0.70846], [-0.06615, 0.18597, -1.23637], [2.15037, 0.03188, 0.47169], [-0.39186, -1.62094, -0.01583], [-1.66798, 0.09877, 1.36043], [-0.28995, 1.25028, 1.15348], [-1.58877, 1.71652, -0.70669], [0.73918, 0.98421, -1.27195], [-0.22063, -0.29534, -2.20487], [-1.32449, 0.72470, -0.62829], [1.92329, -1.99895, 1.66491]], "nbo_charge": [-0.2433, -0.3326, -0.1950, -0.2055, 0.1852, 0.2359, 0.2035, 0.1660, 0.3581, 0.1675, 0.2055, -0.6188, 0.0734], "spin_multiplicity": 1, "lumo_ev": -0.221, "gap_ev": 8.5706, "relative_energy_kcal_mol": 48.1, "homo_energy_ev": -8.8}

In the order shown, the computed strongest force on any atom values come out to 3.26; 6.41; 6.01; 5.26; 2.23; 2.09 eV/Å.